Computed, not measured: 2 unconnected molecules or ions with the total composition C5H12N2 at a distorted geometry, with ωB97M-V/def2-TZVPD.

* charge: -1
* <S²>: 0.75
* HOMO energy (spin up / spin down): 0.42 / -3.70 eV
* 2S+1: 2
* E_LUMO (spin up / spin down): 3.813 / 3.777 eV
* HOMO-LUMO gap (spin up / spin down): 3.40 / 7.48 eV

Each line ends with the Löwdin charge.
Positions of all 19 atoms, in Å:
C -1.37722 -3.19676 0.00901  -0.159
C -1.69556 -1.74713 -0.24306  -0.209
C -0.94496 -0.77975 0.29646  -0.249
N -0.93113 0.57373 -0.04029  0.045
H -0.50090 -3.26990 0.65653  0.058
H -2.18526 -3.72430 0.52086  0.050
H -1.10901 -3.74452 -0.89872  0.054
H -2.66815 -1.53553 -0.67972  0.078
H -0.18642 -1.04587 1.02345  0.095
H -0.31276 1.13118 0.56178  0.033
H -1.85447 0.98762 -0.07394  0.078
C 1.20747 2.47655 -0.92403  -0.312
C 2.30491 1.55771 0.92367  -0.295
N 1.31910 2.38373 0.51247  -0.288
H 0.20472 2.84667 -1.15489  0.034
H 1.28517 1.47352 -1.38227  0.038
H 1.97492 3.16038 -1.32803  0.037
H 2.48094 1.40655 1.98430  -0.050
H 2.98860 1.04610 0.23643  -0.038